(1)
This record from the Open Molecules 2025 dataset describes C41H39Cl2N4O9P3PmS as an isolated structure. The level of theory is ωB97M-V/def2-TZVPD.

Output
Kohn-Sham gap (spin up / spin down): 8.214 / 8.215 eV
HOMO energy (spin up / spin down): -10.14 / -10.14 eV

ORCA input file:
```
! RIJCOSX wB97M-V def2-TZVPD def2/J DEFGRID3
* xyz 1 5
Pm -0.598 0.259 0.214
C 1.850 0.718 5.042
C 1.568 0.966 3.578
O 2.388 1.932 2.980
P 1.842 -0.558 2.564
O 3.436 -0.647 2.561
O 1.456 -1.930 3.274
O 1.338 -0.500 1.166
P -0.223 1.543 3.314
O -0.715 -0.047 3.201
O -0.021 1.846 1.721
O -1.488 1.801 1.546
H 2.803 0.208 5.176
H 1.060 0.102 5.472
H 1.874 1.674 5.559
H 3.314 1.788 3.222
H 3.776 -1.438 2.977
H 0.648 -2.317 2.927
H -1.401 -0.258 3.855
N 1.842 -0.613 -1.412
C 1.808 -1.404 -2.592
C 2.895 -1.518 -3.446
C 2.834 -2.372 -4.535
C 1.705 -3.147 -4.750
C 0.597 -2.992 -3.934
C 0.617 -2.077 -2.888
P -0.874 -1.671 -1.898
C -1.294 -3.366 -1.345
C -2.601 -3.825 -1.224
C -2.840 -5.124 -0.807
C -1.782 -5.970 -0.518
C -0.480 -5.501 -0.588
C -0.236 -4.202 -0.987
C -2.138 -1.272 -3.169
C -1.884 -1.230 -4.536
C -2.871 -0.822 -5.416
C -4.119 -0.441 -4.952
C -4.374 -0.457 -3.592
C -3.390 -0.861 -2.709
H 1.837 -1.228 -0.595
H 2.698 -0.064 -1.361
H 3.788 -0.942 -3.250
H 3.676 -2.444 -5.205
H 1.676 -3.855 -5.564
H -0.295 -3.578 -4.106
H -3.429 -3.180 -1.480
H -3.854 -5.484 -0.717
H -1.971 -6.994 -0.235
H 0.347 -6.152 -0.347
H 0.784 -3.844 -1.056
H -0.914 -1.494 -4.929
H -2.656 -0.809 -6.474
H -4.883 -0.123 -5.645
H -5.338 -0.151 -3.213
H -3.590 -0.824 -1.649
Cl -1.806 -1.160 6.024
C -0.835 -2.575 5.798
C 0.020 -3.006 6.796
C 0.797 -4.131 6.577
C 0.778 -4.776 5.352
C -0.071 -4.323 4.357
Cl -0.045 -5.031 2.774
C -0.941 -3.250 4.582
N -1.913 -2.832 3.662
C -2.870 -3.715 3.164
C -3.053 -4.987 3.697
C -4.051 -5.811 3.216
C -4.888 -5.368 2.209
C -4.743 -4.082 1.713
C -3.751 -3.235 2.184
C -3.742 -1.777 1.786
C -2.554 -1.233 1.004
O -2.760 -0.288 0.203
O -1.387 -1.692 1.175
H 0.067 -2.479 7.735
H 1.427 -4.504 7.368
H 1.418 -5.622 5.162
H -1.598 -2.190 2.942
H -2.429 -5.326 4.510
H -4.181 -6.790 3.647
H -5.674 -6.005 1.839
H -5.442 -3.713 0.976
H -3.790 -1.183 2.709
H -4.636 -1.543 1.207
N -2.489 3.516 -0.235
C -2.134 3.023 -1.414
N -1.193 2.124 -1.614
C -0.953 1.996 -2.976
C 0.063 1.246 -3.553
C 0.208 1.230 -4.928
C -0.646 1.964 -5.745
C -1.644 2.745 -5.193
C -1.780 2.757 -3.818
S -2.885 3.691 -2.854
H -2.120 3.060 0.612
H -3.274 4.141 -0.183
H 0.746 0.731 -2.898
H 1.003 0.648 -5.373
H -0.515 1.947 -6.816
H -2.294 3.349 -5.804
*
```



(2)
This record from the Open Molecules 2025 dataset describes C41H39Cl3GeLuN4O3 as an isolated structure. The level of theory is ωB97M-V/def2-TZVPD.

Output
energy relative to the best compared isomer or geometry (same formula, charge and spin): 187.8 kJ/mol
Kohn-Sham gap (spin up / spin down): 5.757 / 7.546 eV
HOMO energy (spin up / spin down): -11.34 / -13.23 eV

ORCA input file:
```
! RIJCOSX wB97M-V def2-TZVPD def2/J DEFGRID3
* xyz 2 2
Lu 0.363 0.233 2.142
C 1.649 -2.590 1.997
N 0.278 -2.189 2.304
C -0.161 -2.714 3.648
C -0.490 -1.668 4.664
C -0.733 -1.983 5.983
C -1.147 -0.993 6.800
C -1.364 0.293 6.363
C -1.103 0.570 5.018
N -0.701 -0.368 4.172
C -0.623 -2.625 1.187
C -1.963 -1.825 1.096
C -3.080 -2.558 0.770
C -4.290 -1.839 0.599
C -4.227 -0.453 0.681
C -3.059 0.139 1.023
N -1.899 -0.529 1.312
C 2.112 -1.783 0.816
C 2.993 -2.354 -0.145
C 3.594 -1.612 -1.140
C 3.230 -0.347 -1.280
C 2.298 0.229 -0.463
N 1.784 -0.493 0.600
H 1.639 -3.687 1.659
H 2.337 -2.380 2.835
H 0.653 -3.256 4.051
H -1.069 -3.382 3.529
H -0.566 -2.966 6.385
H -1.294 -1.310 7.839
H -1.467 0.967 7.127
H -1.329 1.509 4.596
H -0.760 -3.691 1.181
H -0.152 -2.497 0.232
H -3.018 -3.640 0.607
H -5.218 -2.403 0.330
H -5.086 0.094 0.360
H -2.927 1.180 0.899
H 3.012 -3.454 -0.079
H 4.189 -2.101 -1.851
H 3.606 0.277 -2.120
H 1.950 1.234 -0.543
C 3.732 -0.020 -6.283
C 2.620 -0.847 -6.191
C 1.625 -0.564 -5.290
C 1.747 0.582 -4.467
C 2.846 1.394 -4.510
C 3.886 1.014 -5.387
Ge 0.299 0.655 -3.059
C -0.554 -1.070 -2.992
C -1.830 -1.255 -3.430
C -2.505 -2.573 -3.332
C -1.772 -3.624 -2.861
C -0.417 -3.469 -2.520
C 0.174 -2.242 -2.659
C -0.993 1.993 -3.116
C -2.089 1.750 -2.198
C -2.904 2.726 -1.810
C -2.670 4.060 -2.241
C -1.639 4.323 -3.090
C -0.806 3.294 -3.545
H 4.600 -0.372 -6.809
H 2.437 -1.727 -6.817
H 0.690 -1.099 -5.229
H 3.009 2.186 -3.828
H 4.833 1.562 -5.263
H -2.407 -0.487 -3.991
H -3.464 -2.750 -3.715
H -2.218 -4.571 -2.794
H 0.101 -4.359 -2.173
H 1.194 -2.077 -2.396
H -2.071 0.773 -1.681
H -3.807 2.541 -1.259
H -3.173 4.846 -1.789
H -1.503 5.347 -3.464
H 0.157 3.518 -4.093
Cl 4.601 1.916 4.317
C 2.994 1.843 4.972
Cl 2.389 3.456 5.366
Cl 2.949 0.781 6.424
C 2.028 1.217 3.923
O 0.950 1.853 3.536
O 2.249 0.099 3.472
C -1.407 3.784 1.369
C -0.316 3.054 0.811
C 0.827 3.770 0.057
O -0.166 1.810 0.898
H -2.391 3.382 0.940
H -1.392 4.827 1.074
H -1.605 3.834 2.445
H 1.664 3.887 0.663
H 0.499 4.729 -0.273
H 1.042 3.267 -0.896
*
```



(3)
This record from the Open Molecules 2025 dataset describes C41H39CrI2N10O2Sb as an isolated structure. The level of theory is ωB97M-V/def2-TZVPD.

Output
energy relative to the best compared isomer or geometry (same formula, charge and spin): 58.8 kJ/mol
Kohn-Sham gap (spin up / spin down): 5.297 / 5.865 eV
HOMO energy (spin up / spin down): -14.69 / -14.72 eV

ORCA input file:
```
! RIJCOSX wB97M-V def2-TZVPD def2/J DEFGRID3
* xyz 3 4
Cr 0.612 0.702 0.017
O -0.005 0.839 6.823
C -0.717 -0.144 6.120
C -0.416 0.013 4.658
C -1.106 -0.726 3.702
C -0.801 -0.555 2.369
N 0.122 0.326 1.954
C 0.823 1.026 2.877
C 0.579 0.892 4.226
C 1.867 1.907 2.303
C 2.712 2.709 3.037
C 3.667 3.488 2.381
C 4.618 4.317 3.203
O 5.104 3.454 4.207
C 3.723 3.440 0.995
C 2.841 2.626 0.310
N 1.946 1.872 0.953
H -0.146 0.737 7.770
H -1.802 -0.062 6.261
H -0.425 -1.160 6.417
H -1.888 -1.426 3.971
H -1.309 -1.136 1.612
H 1.135 1.455 4.960
H 2.663 2.723 4.116
H 4.063 5.161 3.631
H 5.410 4.722 2.567
H 5.712 3.932 4.782
H 4.448 4.023 0.443
H 2.851 2.559 -0.772
N 2.739 -0.170 -2.208
C 2.993 -0.772 -0.990
C 4.250 -1.366 -0.808
C 4.509 -2.045 0.350
C 3.504 -2.145 1.320
C 2.323 -1.504 1.097
N 2.056 -0.779 -0.032
C 1.493 0.034 -2.792
C 1.335 -0.232 -4.150
C 0.102 -0.040 -4.728
C -0.951 0.435 -3.948
C -0.711 0.712 -2.631
N 0.498 0.514 -2.036
H 3.479 -0.309 -2.882
H 4.987 -1.301 -1.597
H 5.472 -2.515 0.500
H 3.645 -2.714 2.227
H 1.527 -1.561 1.820
H 2.170 -0.613 -4.722
H -0.045 -0.268 -5.776
H -1.941 0.590 -4.352
H -1.483 1.110 -1.992
C -4.710 -2.147 4.037
C -4.259 -2.900 2.961
C -3.889 -2.271 1.778
C -3.969 -0.884 1.658
C -4.410 -0.137 2.750
C -4.782 -0.765 3.931
Sb -3.299 0.096 -0.092
C -4.545 1.785 -0.171
C -4.063 2.945 -0.775
C -4.877 4.060 -0.921
C -6.182 4.022 -0.453
C -6.675 2.869 0.143
C -5.863 1.753 0.281
C -4.170 -0.966 -1.705
C -3.913 -2.320 -1.910
C -4.485 -2.996 -2.978
C -5.313 -2.320 -3.863
C -5.564 -0.969 -3.677
C -5.000 -0.294 -2.602
H -5.021 -2.639 4.949
H -4.211 -3.978 3.036
H -3.546 -2.882 0.952
H -4.481 0.944 2.686
H -5.148 -0.177 4.763
H -3.050 2.976 -1.170
H -4.505 4.953 -1.406
H -6.820 4.889 -0.561
H -7.698 2.838 0.492
H -6.269 0.853 0.728
H -3.261 -2.870 -1.244
H -4.292 -4.051 -3.115
H -5.766 -2.847 -4.692
H -6.217 -0.441 -4.360
H -5.229 0.755 -2.464
N -0.448 5.653 -1.094
N -0.671 4.456 -0.471
N -1.285 4.399 0.692
C -1.207 3.108 0.965
N -0.573 2.439 -0.003
N -0.217 3.342 -0.926
H -1.161 6.310 -0.796
H -0.388 5.515 -2.096
H -1.648 2.656 1.838
I -0.396 -3.345 -0.484
I 0.184 -5.883 -0.960
*
```



(4)
This record from the Open Molecules 2025 dataset describes C41H39IrN5O3P2 as an isolated structure. The level of theory is ωB97M-V/def2-TZVPD.

Output
Kohn-Sham gap (spin up / spin down): 4.774 / 4.790 eV
HOMO energy (spin up / spin down): -12.98 / -12.87 eV

ORCA input file:
```
! RIJCOSX wB97M-V def2-TZVPD def2/J DEFGRID3
* xyz 2 2
Ir 0.360 0.098 -0.692
O 0.844 2.239 -0.144
C 1.452 2.827 0.797
C 1.462 4.261 0.845
C 2.096 4.949 1.838
C 2.769 4.260 2.863
C 2.801 2.887 2.856
C 2.153 2.131 1.863
C 2.211 0.722 1.983
N 1.574 -0.182 1.297
N 1.735 -1.443 1.642
C 1.164 -2.387 0.917
O 0.497 -2.146 -0.139
C 1.333 -3.785 1.319
C 2.470 -4.242 1.984
C 2.600 -5.592 2.249
C 1.594 -6.479 1.885
C 0.450 -6.020 1.244
C 0.327 -4.681 0.944
H 0.942 4.780 0.056
H 2.076 6.027 1.848
H 3.249 4.817 3.653
H 3.308 2.361 3.652
H 2.867 0.346 2.768
H 3.242 -3.537 2.255
H 3.488 -5.964 2.735
H 1.701 -7.530 2.102
H -0.337 -6.706 0.974
H -0.547 -4.293 0.441
C -1.250 0.053 -3.997
N -2.023 0.118 -2.744
P -1.586 1.496 -1.784
C -1.840 2.873 -2.952
C -1.040 4.004 -2.858
C -1.229 5.056 -3.739
C -2.200 4.969 -4.722
C -3.006 3.844 -4.809
C -2.835 2.793 -3.926
C -2.971 1.666 -0.618
C -2.694 2.051 0.690
C -3.727 2.211 1.596
C -5.036 1.996 1.195
C -5.313 1.635 -0.115
C -4.286 1.466 -1.025
P -1.610 -1.274 -1.763
C -2.135 -2.633 -2.843
C -1.499 -3.862 -2.726
C -1.953 -4.943 -3.460
C -3.031 -4.793 -4.318
C -3.653 -3.560 -4.448
C -3.212 -2.476 -3.715
C -2.840 -1.341 -0.419
C -2.400 -1.004 0.858
C -3.238 -1.130 1.948
C -4.529 -1.602 1.769
C -4.971 -1.952 0.503
C -4.131 -1.832 -0.592
H -1.415 0.956 -4.582
H -1.577 -0.808 -4.579
H -0.173 -0.047 -3.813
H -0.268 4.043 -2.104
H -0.608 5.934 -3.669
H -2.328 5.775 -5.427
H -3.768 3.774 -5.570
H -3.464 1.917 -4.000
H -1.668 2.212 0.994
H -3.518 2.504 2.613
H -5.841 2.118 1.904
H -6.336 1.492 -0.428
H -4.495 1.181 -2.045
H -0.656 -3.960 -2.057
H -1.469 -5.902 -3.364
H -3.391 -5.637 -4.884
H -4.492 -3.445 -5.119
H -3.696 -1.513 -3.810
H -1.375 -0.643 0.982
H -2.885 -0.880 2.936
H -5.183 -1.713 2.620
H -5.968 -2.345 0.372
H -4.476 -2.122 -1.573
C 3.290 -3.719 -2.401
N 2.459 -2.563 -2.148
C 2.754 -1.304 -2.482
N 3.909 -1.042 -3.112
O 1.974 -0.350 -2.242
H 2.791 -4.596 -2.001
H 4.265 -3.629 -1.918
H 3.437 -3.862 -3.473
H 1.621 -2.688 -1.591
H 4.540 -1.766 -3.407
H 4.079 -0.092 -3.394
*
```



(5)
This record from the Open Molecules 2025 dataset describes C41H39NO4PSTc as an isolated structure. The level of theory is ωB97M-V/def2-TZVPD.

Output
energy relative to the best compared isomer or geometry (same formula, charge and spin): 4.1 kJ/mol
Kohn-Sham gap (spin up / spin down): 7.481 / 6.525 eV
HOMO energy (spin up / spin down): -11.04 / -11.10 eV

ORCA input file:
```
! RIJCOSX wB97M-V def2-TZVPD def2/J DEFGRID3
* xyz 1 4
Tc -0.344 0.386 -0.288
C -0.077 -1.924 4.618
C -0.928 -0.884 3.877
C -2.148 -0.497 4.701
C -1.268 -1.380 2.489
C -2.548 -1.676 2.057
C -2.795 -2.174 0.773
C -1.776 -2.383 -0.139
C -2.026 -2.995 -1.486
C -0.466 -2.055 0.278
C -0.227 -1.569 1.567
H 0.139 -1.581 5.631
H 0.878 -2.108 4.121
H -0.606 -2.878 4.691
H -0.318 0.017 3.739
H -2.804 -1.354 4.878
H -2.735 0.287 4.215
H -1.834 -0.121 5.676
H -3.391 -1.532 2.722
H -3.816 -2.404 0.486
H -1.600 -2.383 -2.282
H -3.094 -3.117 -1.661
H -1.559 -3.981 -1.544
H 0.377 -2.315 -0.352
H 0.795 -1.400 1.889
C -7.701 -1.333 -1.214
C -6.329 -0.742 -1.030
C -5.991 -0.052 0.131
C -4.727 0.498 0.298
C -3.797 0.346 -0.711
C -4.104 -0.312 -1.889
C -5.369 -0.858 -2.035
S -2.116 2.566 -1.004
O -2.503 0.855 -0.553
O -2.872 2.867 -2.191
N -0.594 2.040 -1.396
C -0.324 1.821 -2.839
C -0.313 0.343 -3.184
O -0.436 -0.084 -4.300
O -0.115 -0.433 -2.109
H -8.307 -1.214 -0.317
H -7.644 -2.398 -1.446
H -8.225 -0.847 -2.039
H -6.728 0.059 0.919
H -4.462 1.025 1.208
H -3.357 -0.397 -2.670
H -5.619 -1.379 -2.954
H 0.664 2.225 -3.068
H -1.046 2.346 -3.457
C 4.047 3.434 -3.084
C 3.026 3.889 -2.257
C 2.418 3.021 -1.367
C 2.829 1.687 -1.306
C 3.862 1.237 -2.123
C 4.465 2.114 -3.015
P 2.038 0.635 -0.077
C 2.800 -0.996 -0.119
C 3.442 -1.521 1.000
C 3.958 -2.810 0.958
C 3.834 -3.570 -0.196
C 3.189 -3.049 -1.313
C 2.666 -1.768 -1.278
C 2.244 1.426 1.512
C 3.462 1.741 2.059
C 3.516 2.416 3.291
C 2.356 2.771 3.927
C 1.089 2.479 3.370
C -0.119 2.860 4.008
C -1.317 2.561 3.431
C -1.370 1.870 2.197
C -0.235 1.478 1.522
C 1.022 1.794 2.133
H 4.521 4.115 -3.781
H 2.705 4.922 -2.305
H 1.617 3.375 -0.728
H 4.205 0.212 -2.069
H 5.265 1.761 -3.654
H 3.540 -0.931 1.903
H 4.459 -3.217 1.827
H 4.237 -4.574 -0.224
H 3.088 -3.646 -2.210
H 2.131 -1.380 -2.138
H 4.382 1.481 1.546
H 4.475 2.658 3.730
H 2.396 3.295 4.875
H -0.072 3.387 4.954
H -2.242 2.848 3.917
H -2.348 1.625 1.805
*
```



no.,F_max (eV/Å)
1,2.8
2,4.6
3,0.7
4,3.0
5,0.6